{
  "formula": "C63H133B2BrCrF8N7O7",
  "method": "wB97M-V/def2-TZVPD",
  "spin_multiplicity": 5,
  "e_homo_ha": -0.2169,
  "energy_ev": -213814.63870,
  "gap_ev": 7.734,
  "charge": -1,
  "s2": 6.012,
  "lumo_ha": 0.067,
  "symbols": ["Cr", "B", "F", "F", "F", "F", "B", "F", "F", "F", "F", "Br", "C", "C", "C", "C", "C", "C", "N", "O", "C", "C", "C", "H", "H", "H", "H", "H", "H", "H", "H", "H", "H", "H", "H", "H", "H", "H", "H", "H", "H", "H", "C", "C", "C", "C", "C", "C", "N", "O", "C", "C", "C", "H", "H", "H", "H", "H", "H", "H", "H", "H", "H", "H", "H", "H", "H", "H", "H", "H", "H", "H", "C", "C", "C", "C", "C", "C", "N", "O", "C", "C", "C", "H", "H", "H", "H", "H", "H", "H", "H", "H", "H", "H", "H", "H", "H", "H", "H", "H", "H", "H", "C", "C", "C", "C", "C", "C", "N", "O", "C", "C", "C", "H", "H", "H", "H", "H", "H", "H", "H", "H", "H", "H", "H", "H", "H", "H", "H", "H", "H", "H", "C", "C", "C", "C", "C", "C", "N", "O", "C", "C", "C", "H", "H", "H", "H", "H", "H", "H", "H", "H", "H", "H", "H", "H", "H", "H", "H", "H", "H", "H", "C", "C", "C", "C", "C", "C", "N", "O", "C", "C", "C", "H", "H", "H", "H", "H", "H", "H", "H", "H", "H", "H", "H", "H", "H", "H", "H", "H", "H", "H", "C", "C", "C", "C", "C", "C", "N", "O", "C", "C", "C", "H", "H", "H", "H", "H", "H", "H", "H", "H", "H", "H", "H", "H", "H", "H", "H", "H", "H", "H"],
  "positions_angstrom": [[-1.99, 0.39, -2.92], [-3.95, -1.55, -3.11], [-4.16, -1.09, -4.39], [-4.37, -2.80, -2.84], [-2.46, -1.58, -3.05], [-4.45, -0.62, -2.18], [-0.86, -0.53, 0.34], [-0.74, -1.90, 0.14], [-1.15, 0.06, -0.99], [-2.02, -0.20, 1.12], [0.30, -0.04, 0.83], [-0.72, 0.59, -5.07], [-0.61, -8.59, -4.09], [-0.19, -7.33, -4.75], [0.05, -7.61, -6.28], [0.14, -6.32, -7.08], [-1.14, -5.55, -6.82], [-1.38, -5.14, -5.37], [-1.35, -6.35, -4.60], [-1.60, -6.11, -3.22], [-0.29, -4.13, -4.94], [-2.82, -4.57, -5.22], [1.14, -6.77, -4.17], [-0.77, -8.55, -3.04], [0.20, -9.41, -4.22], [-1.46, -9.03, -4.59], [0.86, -8.32, -6.37], [-0.78, -8.30, -6.51], [0.07, -6.59, -8.15], [1.03, -5.73, -6.86], [-2.06, -6.03, -7.19], [-1.28, -4.58, -7.30], [-0.47, -3.05, -5.07], [-0.06, -4.28, -3.88], [0.62, -4.39, -5.51], [-3.15, -3.92, -6.01], [-3.58, -5.33, -5.12], [-2.90, -4.00, -4.21], [1.76, -6.39, -5.00], [1.66, -7.53, -3.63], [1.06, -5.93, -3.50], [-1.04, -5.38, -2.89], [-1.20, -6.32, 0.31], [0.20, -5.97, 0.72], [1.13, -7.12, 0.90], [2.63, -6.72, 1.12], [3.17, -5.96, -0.05], [2.27, -4.80, -0.49], [0.81, -5.29, -0.56], [0.04, -4.22, -1.05], [2.53, -3.68, 0.44], [2.71, -4.33, -1.95], [0.19, -5.11, 1.93], [-1.19, -6.64, -0.76], [-1.89, -5.46, 0.44], [-1.60, -7.07, 1.00], [0.62, -7.74, 1.68], [1.06, -7.70, -0.03], [3.17, -7.64, 1.28], [2.61, -6.06, 1.94], [3.30, -6.70, -0.88], [4.26, -5.67, 0.07], [3.52, -3.26, 0.17], [1.85, -2.85, 0.40], [2.64, -4.09, 1.44], [3.65, -3.89, -1.92], [2.80, -5.12, -2.64], [1.90, -3.63, -2.38], [-0.39, -4.16, 1.80], [1.25, -4.98, 2.33], [-0.32, -5.57, 2.76], [-0.21, -3.55, -0.39], [-0.48, 3.79, -3.26], [-1.36, 3.46, -2.01], [-1.97, 4.81, -1.42], [-2.97, 5.39, -2.46], [-4.11, 4.41, -2.79], [-3.59, 3.14, -3.42], [-2.50, 2.54, -2.45], [-3.28, 2.06, -1.33], [-4.64, 2.12, -3.71], [-2.98, 3.38, -4.84], [-0.49, 2.77, -1.00], [-0.58, 2.99, -4.04], [0.57, 3.76, -2.94], [-0.70, 4.79, -3.66], [-2.46, 4.72, -0.48], [-1.15, 5.51, -1.27], [-2.37, 5.62, -3.31], [-3.48, 6.27, -2.10], [-4.84, 4.93, -3.47], [-4.73, 4.14, -1.91], [-4.31, 1.23, -4.27], [-5.10, 1.75, -2.78], [-5.37, 2.66, -4.36], [-3.82, 3.49, -5.43], [-2.41, 4.31, -4.98], [-2.32, 2.60, -5.17], [0.00, 1.83, -1.30], [-1.09, 2.62, -0.08], [0.29, 3.49, -0.85], [-3.93, 2.69, -0.97], [2.94, 0.70, 5.67], [2.24, -0.59, 6.21], [1.26, -1.04, 5.11], [1.86, -1.92, 3.96], [2.83, -3.02, 4.44], [3.83, -2.47, 5.54], [3.11, -1.71, 6.58], [3.97, -1.44, 7.63], [4.62, -3.53, 6.20], [4.80, -1.60, 4.76], [1.45, -0.18, 7.41], [2.26, 1.47, 5.44], [3.47, 0.45, 4.81], [3.76, 1.10, 6.34], [0.45, -1.56, 5.60], [0.90, -0.13, 4.67], [2.28, -1.25, 3.24], [1.02, -2.27, 3.39], [3.35, -3.47, 3.64], [2.22, -3.76, 5.08], [5.46, -3.11, 6.72], [4.00, -4.14, 6.93], [5.11, -4.16, 5.42], [5.39, -0.91, 5.44], [5.54, -2.33, 4.41], [4.35, -1.04, 3.95], [1.09, -1.04, 7.92], [0.59, 0.34, 6.97], [2.05, 0.61, 7.99], [4.63, -0.79, 7.36], [-5.49, 3.27, 3.30], [-5.00, 2.48, 2.07], [-5.29, 1.00, 2.39], [-6.82, 0.73, 2.26], [-7.26, 1.17, 0.88], [-7.05, 2.59, 0.63], [-5.66, 2.97, 0.84], [-5.52, 4.38, 0.74], [-7.25, 2.95, -0.89], [-8.01, 3.49, 1.37], [-3.40, 2.63, 1.88], [-6.44, 3.03, 3.58], [-5.41, 4.38, 3.25], [-4.79, 3.06, 4.09], [-4.60, 0.43, 1.72], [-4.90, 0.80, 3.36], [-7.37, 1.26, 3.05], [-6.97, -0.34, 2.45], [-8.31, 1.00, 0.88], [-6.69, 0.63, 0.07], [-6.99, 3.98, -1.04], [-6.76, 2.26, -1.53], [-8.34, 2.96, -1.03], [-8.00, 4.53, 1.05], [-9.06, 3.17, 1.21], [-7.84, 3.51, 2.45], [-2.87, 2.14, 1.03], [-2.91, 2.15, 2.78], [-3.25, 3.75, 1.85], [-5.80, 4.78, 1.56], [0.20, 7.20, 3.67], [1.34, 6.82, 2.77], [2.64, 7.00, 3.47], [3.03, 5.90, 4.49], [3.03, 4.66, 3.67], [1.66, 4.30, 3.11], [1.23, 5.44, 2.20], [-0.13, 5.27, 1.82], [1.86, 3.10, 2.18], [0.63, 4.05, 4.22], [1.38, 7.70, 1.54], [0.03, 6.33, 4.29], [-0.71, 7.58, 3.15], [0.54, 8.05, 4.30], [3.49, 7.03, 2.76], [2.62, 8.01, 3.93], [2.35, 5.80, 5.35], [4.05, 6.12, 4.85], [3.37, 3.80, 4.30], [3.78, 4.74, 2.89], [2.88, 3.14, 1.78], [1.61, 2.14, 2.69], [1.31, 3.18, 1.27], [-0.35, 4.18, 3.80], [0.64, 3.02, 4.59], [0.74, 4.72, 5.07], [0.40, 7.58, 0.99], [2.22, 7.45, 0.96], [1.33, 8.73, 1.94], [-0.08, 4.95, 0.90], [2.37, 0.42, -2.86], [3.56, 1.46, -3.11], [3.18, 2.89, -2.79], [3.23, 3.18, -1.28], [4.60, 3.03, -0.73], [5.06, 1.65, -0.87], [4.82, 1.17, -2.25], [5.26, -0.17, -2.35], [6.56, 1.56, -0.73], [4.41, 0.76, 0.23], [4.11, 1.37, -4.50], [1.51, 0.60, -3.53], [2.04, 0.56, -1.78], [2.85, -0.59, -2.98], [3.98, 3.49, -3.26], [2.22, 3.15, -3.19], [2.43, 2.65, -0.72], [2.86, 4.23, -1.25], [4.68, 3.33, 0.29], [5.29, 3.71, -1.32], [6.78, 0.52, -0.68], [7.17, 2.08, -1.54], [6.90, 1.97, 0.24], [4.27, 1.31, 1.18], [3.39, 0.57, -0.06], [4.95, -0.12, 0.47], [5.01, 2.00, -4.54], [3.29, 1.81, -5.06], [4.39, 0.37, -4.78], [4.55, -0.82, -2.11]]
}